Here is C25H28AsFFeN7O4 as an isolated structure at a distorted geometry from the OMol25 dataset. Energies are from ωB97M-V with the def2-TZVPD basis set.

Geometry (Å):
1 Fe 0.23 0.55 0.15
2 C 3.53 0.69 -0.18
3 N 2.53 1.75 -0.39
4 C 2.37 2.27 -1.75
5 C 1.42 1.42 -2.55
6 N 1.03 0.23 -2.17
7 C 0.23 -0.25 -3.18
8 C -0.38 -1.49 -3.32
9 C -1.15 -1.70 -4.45
10 C -1.31 -0.70 -5.42
11 C -0.68 0.52 -5.31
12 C 0.11 0.73 -4.19
13 N 0.89 1.78 -3.76
14 C 2.97 -0.47 0.59
15 N 1.81 -1.01 0.30
16 C 1.66 -2.11 1.11
17 C 0.64 -3.05 1.18
18 C 0.77 -4.05 2.12
19 C 1.88 -4.12 2.96
20 C 2.91 -3.20 2.89
21 C 2.80 -2.20 1.94
22 N 3.61 -1.15 1.58
23 H 4.41 1.07 0.35
24 H 3.85 0.31 -1.15
25 H 2.75 2.53 0.22
26 H 3.33 2.33 -2.29
27 H 1.96 3.28 -1.68
28 H -0.25 -2.26 -2.58
29 H -1.62 -2.66 -4.61
30 H -1.94 -0.90 -6.27
31 H -0.81 1.28 -6.06
32 H 1.04 2.65 -4.25
33 H -0.22 -2.98 0.53
34 H 0.00 -4.80 2.22
35 H 1.93 -4.91 3.70
36 H 3.77 -3.27 3.54
37 H 4.51 -0.95 1.97
38 C 0.72 4.56 1.49
39 As 0.22 2.65 1.76
40 C -1.24 2.97 3.03
41 C 1.59 2.17 3.07
42 H 0.69 5.09 2.44
43 H 0.02 5.04 0.81
44 H 1.72 4.65 1.07
45 H -0.91 3.64 3.83
46 H -1.53 2.02 3.49
47 H -2.11 3.41 2.55
48 H 1.60 2.87 3.91
49 H 2.59 2.15 2.62
50 H 1.36 1.17 3.44
51 F -5.81 -3.11 -0.35
52 C -4.76 -2.30 -0.46
53 C -4.41 -1.51 0.58
54 N -3.36 -0.64 0.50
55 C -2.98 0.17 1.63
56 C -1.77 -0.52 2.43
57 O -2.06 -1.24 3.35
58 O -0.63 -0.19 2.00
59 C -2.64 -0.53 -0.65
60 O -1.72 0.28 -0.79
61 N -3.01 -1.34 -1.68
62 C -4.04 -2.28 -1.73
63 O -4.23 -2.94 -2.72
64 H -4.96 -1.54 1.51
65 H -3.83 0.26 2.31
66 H -2.65 1.15 1.27
67 H -2.44 -1.25 -2.53

HOMO level (spin up / spin down): -0.40701 / -0.40685 Ha
Molar mass: 640.3 g mol⁻¹
Net charge: +1
Gap between HOMO and LUMO (spin up / spin down): 0.323 / 0.316 Eh
<S²>: 6.010
Multiplicity: 5
Lowest unoccupied orbital energy (spin up / spin down): -2.29 / -2.49 eV